Below is a structure of composition C49H41AsOP3RuS5, with properties calculated with wB97M-V/def2-TZVPD.

The geometry in XYZ format:
```
101
Properties=species:S:1:pos:R:3:forces:R:3
Ru 0.40813 0.76633 -0.71858 -0.3 -0.1 -0.1
As 0.75479 2.83537 -4.10464 -0.1 0.0 0.0
S 1.23043 1.01338 -3.03962 -0.1 -0.1 0.0
S -0.13111 3.09564 -0.52523 -0.1 -0.1 0.2
S 0.15579 0.43504 1.50512 0.1 0.3 -0.4
S 1.40681 4.68368 -2.99855 0.0 0.1 0.2
S 1.34073 4.41094 -0.89936 0.3 0.1 -0.3
P 2.54866 1.05292 0.16299 0.1 0.0 0.0
P -2.00572 0.79892 -1.55139 0.0 -0.1 0.0
P -0.26896 -1.55749 -0.42369 0.1 0.2 -0.1
O 0.85289 -0.67552 2.17822 -0.1 -0.1 0.1
C -1.55685 0.06363 1.70551 0.0 -0.3 0.1
C -4.52679 -0.00352 2.48502 0.0 0.0 0.0
C 2.94631 3.10057 2.15787 0.0 0.1 0.1
C -4.80605 -1.00813 1.33316 0.0 0.0 0.0
C 0.43867 2.61730 3.30349 0.0 0.0 0.0
C 0.37654 -4.42416 2.46764 0.0 0.0 0.0
C -4.29155 2.35892 -1.06238 0.0 0.0 0.0
C 3.69550 -1.40525 -0.13621 0.0 0.0 0.0
C 4.77076 -2.72188 1.56012 0.0 0.0 0.0
C -2.63924 -0.05629 -3.04747 0.0 0.1 0.0
C -3.53429 -1.01200 3.13745 0.0 0.0 0.0
C 1.32995 -3.79088 -0.05578 -0.1 0.0 0.0
C 1.34109 -5.22361 1.87225 0.0 0.0 0.0
C -1.79717 -1.03627 0.56950 0.2 0.0 0.0
C 4.02770 1.82263 -0.59387 -0.1 0.2 0.0
C -3.39228 1.02647 2.33929 0.0 0.0 0.0
C -2.76872 0.00050 -0.09781 0.0 -0.1 -0.1
C -2.54168 1.02086 1.04791 -0.1 0.1 0.2
C 5.06471 3.22859 -2.26383 0.0 -0.1 0.1
C 6.29288 3.07929 -1.64064 0.0 0.0 0.0
C -3.82936 -2.02182 2.00460 0.0 0.1 0.0
C 4.42276 -1.77273 2.51322 0.0 0.0 0.0
C 3.35553 -0.44988 0.81481 0.0 0.0 0.0
C -2.37937 0.03028 3.00798 0.0 0.1 0.0
C -3.05891 2.29327 -1.70852 0.1 0.0 0.0
C -2.69338 3.32782 -2.56363 0.1 0.0 0.0
C 2.48709 3.87888 3.22094 0.0 0.0 0.0
C 4.40449 -2.53794 0.23484 0.0 0.0 0.0
C -0.46835 -2.83994 -4.27629 0.0 0.0 0.0
C 6.39748 2.28601 -0.50571 0.0 0.0 0.0
C -3.93167 -1.02106 0.03501 0.0 0.0 0.0
C 1.24785 3.64121 3.78960 0.0 0.0 0.0
C -1.77984 -4.41057 -3.02285 0.0 0.0 0.0
C 3.71855 -0.63735 2.14243 0.1 0.0 0.0
C -1.51759 -3.70653 -1.85964 0.0 0.0 0.0
C 2.15331 2.08781 1.65262 0.1 -0.1 -0.1
C -2.96359 -2.02987 0.72861 -0.1 0.0 0.1
C -0.77490 -2.52433 -1.89835 0.0 0.0 0.0
C 5.27781 1.65337 0.01041 0.0 0.1 0.1
C -0.10358 -3.30267 1.80747 0.1 -0.1 -0.1
C -0.23123 -2.11842 -3.11315 0.0 0.0 0.0
C -3.53865 4.40612 -2.76807 0.0 0.0 0.0
C 0.36899 -2.97627 0.53860 0.0 -0.1 0.1
C -1.26075 -3.97478 -4.23728 0.0 0.0 0.0
C 1.81931 -4.90276 0.61051 0.0 0.0 0.0
C 3.94132 2.60135 -1.74343 0.1 -0.1 0.0
C 0.89571 1.87926 2.23588 -0.1 0.0 0.3
C -5.13697 3.44238 -1.26162 0.0 0.0 0.0
C -4.76121 4.46932 -2.11374 0.0 0.0 0.0
H 7.17212 3.56617 -2.04386 0.0 0.0 0.0
H -2.48824 -1.12977 -3.02229 0.0 0.0 0.0
H -3.58333 2.01815 2.74284 0.0 0.0 0.0
H 7.35611 2.14818 -0.02204 0.0 0.0 0.0
H -1.73031 3.30344 -3.05850 0.0 0.0 0.0
H 0.89924 4.25582 4.60898 0.0 0.0 0.0
H 3.00422 2.69783 -2.25751 -0.1 0.0 0.0
H -3.68623 -1.38552 4.14713 0.0 0.0 0.0
H 0.35907 -1.21426 -3.15958 0.0 0.0 0.0
H -1.85980 -4.11488 -0.91880 0.0 0.0 0.0
H -3.70343 0.16379 -3.13208 0.0 0.0 0.0
H -2.19594 2.01186 0.75277 0.0 0.0 0.0
H -5.85389 -1.25136 1.17523 0.0 0.0 0.0
H -1.84332 0.25250 3.92838 0.0 0.0 0.0
H 4.96353 3.82821 -3.15915 0.0 0.0 0.0
H 3.43822 0.09519 2.88873 0.0 0.0 0.0
H 1.69591 -3.55463 -1.04867 0.0 0.0 0.0
H 2.57477 -5.52081 0.14203 0.0 0.0 0.0
H -0.83181 -2.67280 2.29853 0.0 0.0 0.0
H 1.71999 -6.09514 2.39079 0.0 0.0 0.0
H 3.40785 -1.25553 -1.17290 0.0 0.0 0.0
H 5.32070 -3.60719 1.85293 0.0 0.0 0.0
H -5.40785 0.34668 3.01747 0.0 0.0 0.0
H -6.09120 3.47810 -0.75122 0.0 0.0 0.0
H -3.23034 5.20574 -3.42905 0.0 0.0 0.0
H -0.53445 2.42683 3.73834 0.0 0.0 0.0
H -5.41686 5.31738 -2.26414 0.0 0.0 0.0
H -2.36950 -5.31735 -2.97915 0.0 0.0 0.0
H -1.46048 -4.53334 -5.14286 0.0 0.0 0.0
H -0.03627 -2.50248 -5.20970 0.0 0.0 0.0
H 4.69868 -1.91845 3.54991 0.0 0.0 0.0
H -4.61402 1.55996 -0.40383 0.0 0.0 0.0
H 3.10480 4.68350 3.59759 0.0 0.0 0.0
H 5.38598 1.02986 0.88851 0.0 0.0 0.0
H 3.90970 3.30485 1.70735 0.0 0.0 0.0
H -4.16326 -3.00265 2.33424 0.0 0.0 0.0
H -4.45713 -1.27270 -0.88467 0.0 0.0 0.0
H -2.78414 -3.02013 0.33028 0.0 0.0 0.0
H 0.00177 -4.66796 3.45366 0.0 0.0 0.0
H 4.66861 -3.27781 -0.51058 0.0 0.0 0.0
H -2.12221 0.35452 -3.91682 0.0 0.0 0.0
```
Positions in Å, forces in eV/Å.

## Properties
Strongest force on any atom, eV/Å: 0.49
Net charge: 0
Multiplicity: 2
⟨S²⟩: 0.76
Frontier orbital gap (spin up / spin down), eV: 6.5 / 6.6
Highest occupied orbital energy (spin up / spin down), eV: -6.12 / -6.72
DFT total energy, hartree: -7312.65621
Relative energy (zero: lowest compared OMol25 entry of this formula, charge and spin), kJ/mol: 0.0


Below is a structure of composition C60H47CrF9O4, with properties calculated with wB97M-V/def2-TZVPD.

The geometry in XYZ format:
```
121
Properties=species:S:1:pos:R:3:forces:R:3
Cr -2.32202 -0.42093 -2.24305 2.2 -0.4 2.6
F 6.91955 -1.86471 -2.82453 0.3 -0.2 -0.1
F 0.69267 6.80663 -3.13427 0.0 0.1 -0.2
F 4.68037 2.41952 3.14257 0.2 0.0 0.3
F 2.09487 -1.88556 4.06411 -0.1 0.2 -0.2
F -6.02566 -5.42499 3.41815 -0.2 -0.1 -0.1
F -2.61985 1.76084 -1.48066 -0.2 0.0 -0.1
F -2.45293 -2.66578 -2.04643 0.0 -0.5 -0.4
F 1.73107 2.94426 3.33218 -0.1 -0.2 0.3
F -1.45587 -1.25706 -4.02286 0.0 0.4 -0.2
O 0.30791 0.35674 3.46797 0.5 -0.4 -0.7
O -2.29474 -0.67254 -0.20426 -1.8 -0.1 -2.0
O -0.31695 -0.13946 -1.81303 -1.2 -0.2 -1.8
O 2.56271 0.34889 1.79352 -1.2 0.5 0.5
C 0.85495 3.50012 -1.67493 0.3 0.1 -1.2
C -3.32294 -6.03004 -1.02138 -0.7 0.6 0.0
C -3.61031 -2.26581 4.36959 0.8 0.7 -0.2
C 2.90018 -1.17239 -3.36817 0.7 -0.1 -0.2
C -1.00039 -3.74004 -6.65605 0.2 0.0 0.3
C 5.62748 -1.62000 -3.04439 -1.2 0.4 -0.3
C -5.22317 -3.90435 5.03504 0.5 -0.3 0.7
C -1.80632 -5.05932 0.60254 -0.6 -0.5 -0.2
C 5.10109 -0.39252 -2.71602 -0.7 0.3 1.3
C -0.80956 4.71498 1.47376 1.0 -0.1 -0.4
C 3.48059 -2.39699 -3.72841 -1.6 0.7 -0.8
C -1.20651 -0.33157 0.36024 1.5 1.1 2.1
C -1.08721 -0.05517 1.72895 -0.7 -1.3 -2.9
C 2.35778 5.85033 -1.76772 0.2 -0.1 -0.4
C 5.84243 3.26892 -0.13678 -0.4 -0.9 -0.1
C 2.09802 3.57761 -1.07635 0.6 -0.4 0.9
C 0.07710 -3.12810 4.01515 0.1 0.0 -0.1
C 1.07282 3.91593 2.70372 0.2 0.0 -0.6
C -1.62639 -1.92954 -5.19929 0.2 -1.4 -1.5
C -0.19686 3.69731 2.20217 -0.8 0.2 0.2
C 1.40995 0.25727 1.35579 2.8 -1.1 0.3
C 5.37830 3.01259 2.17518 0.4 0.2 -0.6
C -0.08405 5.86123 1.16847 -0.6 0.6 0.0
C -4.41152 3.41132 1.24696 -0.3 -0.6 -1.0
C -3.52699 2.53205 -0.79615 -0.2 1.0 0.5
C 3.71146 -0.18530 -2.81554 0.0 -0.7 -0.7
C -4.30280 3.40100 -1.51827 -0.2 0.3 -0.9
C 0.20421 0.13884 2.25545 -0.1 1.5 2.8
C -2.57337 -1.54075 -6.11799 -0.4 0.5 0.3
C 6.21528 4.09324 2.46413 -0.7 -0.2 0.1
C -3.57675 2.51955 0.58204 0.7 -0.5 0.4
C -4.33588 -2.88114 5.37767 -0.9 0.3 -0.9
C 0.22020 -5.51546 4.42809 0.0 0.3 0.4
C 1.75219 5.09520 2.47725 0.0 0.6 0.3
C -1.66340 -3.96288 -0.21192 -0.5 1.3 -0.6
C -4.41768 -3.82838 2.77696 -0.9 0.1 -1.0
C -0.00417 -0.13226 -0.56933 0.6 0.4 2.1
C -5.17659 4.27682 -0.88212 -0.4 -1.0 0.4
C 6.55870 4.41183 0.12579 1.0 0.4 -0.6
C 5.25214 2.52718 0.87993 -0.4 0.6 0.2
C 1.25681 0.08965 -0.03296 -2.6 0.1 -2.3
C 1.16698 5.73543 -2.46801 -0.2 -0.7 0.6
C -5.26078 4.23174 0.50057 0.2 0.1 1.0
C -3.28926 -4.85685 -1.78124 0.3 -0.2 -0.5
C -2.68079 -6.08262 0.19703 1.0 -0.4 0.0
C -5.24181 -4.38585 3.73754 0.9 0.6 0.7
C 2.23131 -4.17834 4.35909 -0.4 0.0 -0.5
C 1.14416 6.11948 1.75351 0.2 -0.9 -0.1
C -2.72422 -2.24001 -7.31309 -0.2 -0.2 0.2
C -2.46061 -3.86155 -1.35395 0.3 -0.2 1.0
C 2.83881 4.75860 -1.04693 -0.7 -0.1 -1.0
C -0.82234 -3.03616 -5.47722 0.1 0.8 0.6
C 1.60475 -5.41638 4.50036 0.6 0.4 0.1
C -3.64055 -2.70932 3.05639 -0.5 -0.8 0.5
C 1.46371 -3.05770 4.11131 -0.4 -0.1 0.4
C 4.80638 -2.60424 -3.58804 2.4 -0.7 0.6
C -0.52728 -4.36843 4.17006 0.2 -0.1 0.2
C 6.80414 4.80761 1.42186 -0.2 -0.5 1.0
C -1.95373 -3.35722 -7.58781 0.0 0.1 0.1
C 0.41747 4.55874 -2.45544 -0.2 1.0 0.5
H -2.72884 -6.99479 0.77771 -0.2 0.1 0.2
H 1.65981 7.05462 1.58845 0.0 0.0 -0.1
H -4.47953 3.35034 2.32265 0.0 0.2 0.0
H 5.30370 -3.54557 -3.80194 -0.3 0.0 -0.2
H -3.51169 -1.92079 -7.98139 0.1 0.0 -0.1
H -0.00572 -3.30239 -4.81837 -0.2 0.0 0.2
H 2.29035 -6.22875 4.70595 -0.5 -0.4 0.0
H -0.32903 -6.40158 4.71753 0.3 -0.3 -0.3
H -2.08870 -3.91266 -8.50470 0.0 0.0 0.0
H -1.92290 -0.15984 2.40662 0.0 0.1 0.0
H 2.05395 0.27862 -0.73277 0.3 -0.1 0.2
H 7.02437 4.95062 -0.69246 -0.1 0.0 0.0
H -0.74506 2.78315 2.39320 0.3 -0.1 0.1
H 2.89191 -3.13658 -4.26039 -0.1 -0.1 0.3
H 4.58729 1.69526 0.68027 0.1 -0.1 0.1
H 2.97658 6.72523 -1.92278 -0.2 0.2 0.3
H -4.27789 3.40213 -2.60254 0.2 -0.1 0.0
H -3.08463 -2.19685 2.28360 0.1 -0.1 -0.1
H -3.80905 -4.74815 -2.72483 -0.2 -0.1 0.1
H -3.24214 -0.70903 -5.92664 0.1 0.1 0.1
H 3.30191 -4.02601 4.38033 0.0 -0.3 0.2
H -0.33922 -4.58687 -6.78168 -0.1 -0.1 -0.4
H -3.98277 -6.82401 -1.34423 0.1 -0.1 0.0
H -2.97521 -1.40502 4.55225 -0.1 0.0 0.4
H -1.31820 -5.10587 1.56645 0.2 0.0 -0.1
H -0.50474 6.57640 0.47013 -0.1 0.1 0.2
H -1.60743 -4.44560 4.16375 0.0 0.1 -0.1
H -2.95837 1.82190 1.13808 0.1 0.0 -0.1
H 3.81752 4.80977 -0.59569 0.0 -0.1 0.2
H 1.86098 -0.97496 -3.59180 -0.1 0.0 0.3
H 2.51820 2.67913 -0.63708 -0.1 0.1 0.3
H -0.54746 4.52023 -2.94502 0.1 0.1 -0.2
H -5.97638 4.76746 1.11258 -0.1 0.4 -0.5
H -4.38347 -2.44422 6.36453 0.3 -0.2 0.1
H 5.70218 0.30221 -2.14171 0.2 0.2 -0.3
H 7.46594 5.62056 1.68689 -0.1 0.2 -0.3
H -5.79285 -4.36233 5.83362 -0.3 -0.1 -0.2
H 6.30311 4.38538 3.50277 0.2 0.1 0.0
H -1.08220 -3.07805 0.02302 0.2 -0.2 0.3
H -5.90888 4.78920 -1.48910 0.2 0.4 0.1
H 2.74702 5.19250 2.89359 0.0 0.1 0.0
H 3.20472 0.71705 -2.50284 0.5 0.3 0.1
H -1.79195 4.58560 1.04253 0.0 -0.1 0.0
H -4.57470 -4.18914 1.76445 0.4 0.0 0.0
H 0.28294 2.58368 -1.74079 0.1 -0.2 0.4
H -0.53234 -2.24681 3.86471 0.2 0.1 0.0
H 5.72256 2.91112 -1.15346 0.0 0.2 0.0
```
Positions in Å, forces in eV/Å.

## Properties
Strongest force on any atom, eV/Å: 3.52
Net charge: 0
Multiplicity: 5
⟨S²⟩: 6.02
Frontier orbital gap (spin up / spin down), eV: 6.1 / 6.0
Highest occupied orbital energy (spin up / spin down), eV: -7.52 / -7.53
DFT total energy, hartree: -4558.68641


Below is an isolated molecule of C18H19N3O5, with properties calculated with wB97M-V/def2-TZVPD.

The geometry in XYZ format:
```
45
Properties=species:S:1:pos:R:3:forces:R:3
O 0.73145 -0.78886 1.53647 0.1 0.1 0.1
O 1.30946 -2.47880 0.16753 0.0 0.0 0.1
O -2.06599 0.90718 1.22641 0.3 -0.3 -0.3
O 4.10177 1.12460 0.12223 -0.5 0.4 0.7
O -2.15151 -2.85001 1.01461 -0.1 -0.1 0.2
N -3.92793 1.39734 -1.27008 -0.1 0.5 0.0
N 4.45576 0.21877 -0.83011 0.5 -0.8 -1.0
N -1.40691 -1.20913 -0.32627 -0.1 0.1 -0.5
C 0.14227 0.19437 -1.55749 -0.2 0.1 0.1
C -0.42042 -1.51345 1.93123 -0.2 -0.5 0.3
C -1.15016 1.14759 0.25061 0.1 0.0 -0.2
C -0.56969 2.38112 -0.01468 -0.3 0.0 0.2
C 2.48268 1.53247 1.87031 0.1 0.1 0.0
C -2.31602 -1.66383 -1.36272 -0.2 -0.3 0.0
C -3.85281 0.25855 -1.19302 -0.2 0.3 -0.1
C 1.52902 -1.38690 0.62874 0.3 0.1 0.0
C -2.67165 2.01139 1.85982 -0.2 0.3 0.1
C 2.65735 -0.53352 0.27167 0.5 0.6 0.1
C 3.61908 -0.77715 -0.76177 -0.3 0.4 0.6
C 0.36095 2.51412 -1.03305 0.1 -0.1 -0.1
C -1.40309 -1.91061 0.83229 0.3 0.1 0.3
C 3.03044 0.69097 0.78483 -0.4 -0.9 -0.2
C -0.77946 0.04377 -0.53522 0.0 0.4 0.1
C -3.75305 -1.17347 -1.10937 0.2 -0.8 0.0
C 3.70632 -1.95567 -1.64941 0.1 0.0 -0.1
C 0.72146 1.42707 -1.80569 0.0 0.1 -0.1
H -0.12874 -2.44676 2.42673 -0.1 0.2 -0.1
H -1.95408 2.57009 2.46908 0.0 0.0 0.0
H 4.52220 -1.82670 -2.35398 0.0 0.0 -0.1
H 0.40723 -0.66692 -2.15273 0.0 -0.1 0.0
H -4.06285 -1.49614 -0.11157 0.0 0.0 -0.1
H -4.42739 -1.61463 -1.84796 0.0 0.0 0.1
H 3.86734 -2.85175 -1.05318 0.0 -0.1 0.0
H 2.76703 -2.08798 -2.18198 0.0 -0.1 -0.1
H -3.13618 2.67460 1.12547 0.0 0.0 0.0
H 2.42268 0.95958 2.79305 0.0 0.0 0.0
H -0.94017 -0.87029 2.64544 0.1 -0.1 -0.1
H 0.80149 3.48112 -1.22152 0.0 0.1 0.0
H -0.84928 3.24935 0.56048 -0.1 0.1 0.1
H 1.47594 1.85343 1.60931 0.0 0.0 0.0
H -1.95413 -1.30358 -2.32752 0.0 -0.1 0.1
H 3.12116 2.40018 2.01223 0.0 0.1 0.1
H -2.31666 -2.75669 -1.34745 0.0 0.2 -0.1
H 1.44579 1.53372 -2.59777 0.1 0.0 -0.1
H -3.44071 1.59145 2.50602 0.0 0.1 0.0
```
Positions in Å, forces in eV/Å.

## Properties
Strongest force on any atom, eV/Å: 1.37
Net charge: 0
SMILES: COc1ccccc1N(CCC#N)C(=O)COC(=O)c1c(C)noc1C
Multiplicity: 1
Frontier orbital gap, eV: 9.3
Highest occupied orbital energy, eV: -8.77
DFT total energy, hartree: -1237.76805
Relative energy (zero: lowest compared OMol25 entry of this formula, charge and spin), kJ/mol: 242.6


Below is a cluster of 2 separate species, C3H9N3 in total, with properties calculated with wB97M-V/def2-TZVPD.

The geometry in XYZ format:
```
15
Properties=species:S:1:pos:R:3:forces:R:3
N 1.56985 -1.37793 -0.44820 0.3 1.3 -3.0
N -1.22557 1.84138 0.63071 -0.3 1.1 0.7
N 1.10109 -3.40347 0.74913 1.6 4.2 -0.7
C 0.76768 -2.23843 0.17715 -2.7 -4.4 2.7
C 0.02871 1.95941 0.80833 -2.6 -0.4 0.4
C -1.78689 1.86940 -0.75039 -1.2 -1.1 1.8
H -1.25708 1.07373 -1.19070 0.9 -0.6 -1.7
H -1.74012 2.84469 -1.24669 0.1 -0.4 0.2
H 1.57779 -1.36394 -1.46800 -0.9 0.4 0.2
H -2.85257 1.44085 -0.72987 1.3 1.2 0.2
H 0.61189 -3.27538 1.62357 -1.4 -1.6 0.2
H 0.64859 1.96107 -0.02442 1.7 0.3 -1.5
H 0.43164 2.00909 1.81470 0.0 -0.1 0.0
H 2.52370 -1.26031 -0.21804 0.9 -0.8 1.1
H -0.39873 -2.08017 0.27272 2.2 1.0 -0.5
```
Positions in Å, forces in eV/Å.

## Properties
Strongest force on any atom, eV/Å: 5.80
Net charge: 0
SMILES: [H]/N=C/N.C=NC
Multiplicity: 1
Frontier orbital gap, eV: 9.8
Highest occupied orbital energy, eV: -8.94
DFT total energy, hartree: -283.85026
Relative energy (zero: lowest compared OMol25 entry of this formula, charge and spin), kJ/mol: 348.8